A single C2H4NP molecule in a non-equilibrium geometry. Source: the Open Molecules 2025 dataset; level of theory: ωB97M-V/def2-TZVPD.

Structure (XYZ):
```
8
Properties=species:S:1:pos:R:3:nbo_charge:R:1
C -2.0814 0.8510 -0.2139 -0.16
C 0.5133 -0.5434 0.2996 -0.87
N -2.3606 0.2594 0.8534 -0.54
P -1.6430 -0.8622 -0.2764 0.71
H -2.2264 1.7333 -0.7260 0.21
H 1.0809 -0.4992 -0.7043 0.22
H 0.8649 -1.4120 0.8997 0.22
H 0.3234 0.5297 0.8335 0.22
```

Its relative energy (zero: lowest compared OMol25 entry of this formula, charge and spin) is 1.976 eV. The LUMO energy is 0.8797 eV. For the electronic energy, the calculation gives -474.601084 Ha. The gap between HOMO and LUMO comes out at 9.699 eV. As for the HOMO energy: -8.8 eV. Its SMILES is CP1=CN=1. The total charge is 0.

---

A single C2H4NP molecule in a non-equilibrium geometry. Source: the Open Molecules 2025 dataset; level of theory: ωB97M-V/def2-TZVPD.

Structure (XYZ):
```
8
Properties=species:S:1:pos:R:3:nbo_charge:R:1
C -0.2169 0.2914 0.1033 -0.03
C 0.7049 0.5041 -1.0356 -0.34
N 0.3554 1.4245 0.0769 -0.34
P -1.4400 -0.8767 0.7767 0.35
H 1.6819 0.0728 -0.8074 0.17
H 0.3301 0.4493 -2.0860 0.19
H -1.1707 -0.2096 1.9139 -0.01
H -0.2446 -1.6558 1.0583 0.01
```

Its relative energy (zero: lowest compared OMol25 entry of this formula, charge and spin) is 2.128 eV. The LUMO energy is 0.8624 eV. For the electronic energy, the calculation gives -474.595492 Ha. The gap between HOMO and LUMO comes out at 10.344 eV. As for the HOMO energy: -9.5 eV. Its SMILES is PC1=NC1. The total charge is 0.

---

2 unconnected molecules or ions with the total composition C2H4NP in a non-equilibrium geometry. Source: the Open Molecules 2025 dataset; level of theory: ωB97M-V/def2-TZVPD.

Structure (XYZ):
```
8
Properties=species:S:1:pos:R:3:nbo_charge:R:1
C -0.6330 -1.1165 -0.1130 -0.39
C -0.3905 -0.6369 -1.3148 -0.38
N 1.5413 3.0830 1.5683 -0.87
P 1.5194 2.1654 2.7020 0.87
H -1.3830 -1.8679 0.0728 0.19
H -0.0850 -0.7797 0.7533 0.18
H 0.3625 0.1159 -1.4805 0.20
H -0.9316 -0.9633 -2.1879 0.19
```

Its relative energy (zero: lowest compared OMol25 entry of this formula, charge and spin) is 1.013 eV. The LUMO energy is -0.1853 eV. For the electronic energy, the calculation gives -474.636453 Ha. The gap between HOMO and LUMO comes out at 10.086 eV. As for the HOMO energy: -10.3 eV. Its SMILES is C=C.N#P. The total charge is 0.

---

A single C2H4NP molecule in a non-equilibrium geometry. Source: the Open Molecules 2025 dataset; level of theory: ωB97M-V/def2-TZVPD.

Structure (XYZ):
```
8
Properties=species:S:1:pos:R:3:nbo_charge:R:1
C 1.2473 0.9933 0.5583 0.24
C 1.2028 -0.5048 -0.3642 -0.41
N 0.1447 0.5173 0.0730 -0.73
P -1.5502 0.5457 -0.0828 0.59
H 1.0781 -1.7120 -0.2366 0.22
H 1.4264 -0.2413 -1.3642 0.17
H -2.0054 1.0790 1.1020 -0.04
H -1.5436 -0.6772 0.3144 -0.05
```

Its relative energy (zero: lowest compared OMol25 entry of this formula, charge and spin) is 4.090 eV. The LUMO energy is 0.9279 eV. For the electronic energy, the calculation gives -474.523396 Ha. The gap between HOMO and LUMO comes out at 9.940 eV. As for the HOMO energy: -9.0 eV. The total charge is 0.

---

A single C2H4NP molecule in a non-equilibrium geometry. Source: the Open Molecules 2025 dataset; level of theory: ωB97M-V/def2-TZVPD.

Structure (XYZ):
```
8
Properties=species:S:1:pos:R:3:nbo_charge:R:1
C -0.3371 -0.7321 0.0971 -0.26
C -0.0814 0.7446 -0.0395 -0.22
N -1.4551 0.2122 -0.1409 -0.73
P -3.0496 0.0380 0.0306 0.37
H 0.1176 -1.3757 -0.7562 0.20
H -0.4407 -1.4318 0.9345 0.22
H -0.0181 1.3368 0.8234 0.20
H 0.3763 1.2239 -0.8759 0.22
```

Its relative energy (zero: lowest compared OMol25 entry of this formula, charge and spin) is 2.702 eV. The LUMO energy (alpha / beta) is -0.1411 / -0.1384 eV. For the electronic energy, the calculation gives -474.574394 Ha. The gap between HOMO and LUMO (alpha / beta) comes out at 6.675 / 6.683 eV. As for the HOMO energy (alpha / beta): -6.8 / -6.8 eV. The total charge is 0.

---

A single C2H4NP molecule in a non-equilibrium geometry. Source: the Open Molecules 2025 dataset; level of theory: ωB97M-V/def2-TZVPD.

Structure (XYZ):
```
8
Properties=species:S:1:pos:R:3:nbo_charge:R:1
C 0.5230 0.2678 0.0327 0.45
C 1.8224 0.1904 0.3094 -0.66
N -0.6206 0.4447 -0.4015 -0.74
P -2.0528 -0.0912 0.2296 0.56
H 2.2665 0.7886 1.1583 0.24
H 2.4325 -0.4434 -0.1960 0.23
H -1.5731 -1.3376 -0.2021 -0.04
H -2.7978 0.1807 -0.9305 -0.04
```

Its relative energy (zero: lowest compared OMol25 entry of this formula, charge and spin) is 1.235 eV. The LUMO energy is 0.8180 eV. For the electronic energy, the calculation gives -474.628296 Ha. The gap between HOMO and LUMO comes out at 9.535 eV. As for the HOMO energy: -8.7 eV. Its SMILES is C=C=NP. The total charge is 0.